[1]
DFT (ωB97M-V/def2-TZVPD) results for 2 unconnected molecules or ions with the total composition C4H13N4O at a distorted geometry.

The geometry in XYZ format:
```
22
Properties=species:S:1:pos:R:3:forces:R:3
C 3.922 0.763 -0.271 1.712 0.039 -1.223
C 1.427 0.711 -0.544 -1.795 -0.004 2.040
N 1.253 -0.289 -1.406 2.325 0.213 -0.098
N 2.579 1.296 -0.233 0.769 0.194 -0.350
N 0.371 1.051 0.251 0.285 0.707 -0.815
H 2.133 -0.786 -1.522 -0.497 -0.159 -0.857
H 0.399 -0.803 -1.541 -0.168 0.162 0.428
H 2.589 2.171 0.286 -0.814 -0.386 -0.175
H 0.614 1.643 1.029 -0.316 0.192 -0.098
H -0.541 1.213 -0.164 -0.236 -0.304 0.119
H 4.673 1.426 -0.779 -0.919 0.404 1.127
H 4.099 -0.014 -1.010 -0.772 -0.926 0.433
H 4.229 0.503 0.752 0.138 -0.130 -0.589
C -2.941 -1.834 -0.132 1.453 0.499 -0.082
C -3.171 -0.420 0.391 1.571 -0.115 -1.066
O -3.023 0.515 -0.388 -0.278 0.182 0.375
N -3.330 -0.265 1.712 -0.447 -0.177 1.199
H -3.554 0.620 2.137 0.059 0.206 -0.458
H -3.441 -1.045 2.340 -0.034 -0.152 -0.345
H -1.993 -1.855 -0.702 -0.648 0.827 -0.598
H -3.762 -2.078 -0.802 0.077 -0.668 0.343
H -2.532 -2.524 0.597 -1.466 -0.603 0.693
```
Positions in Å, forces in eV/Å.

Properties
ΔE to the lowest compared entry with this formula, charge and spin = 42.4 kcal per mole
LUMO = -2.982 eV
total charge = +1



[2]
DFT (ωB97M-V/def2-TZVPD) results for 2 unconnected molecules or ions with the total composition C4H13N4O at a distorted geometry.

The geometry in XYZ format:
```
22
Properties=species:S:1:pos:R:3:forces:R:3
C -0.930 -1.860 -1.572 1.141 -0.147 0.405
C 1.324 -1.239 -0.667 -0.201 0.417 -1.016
N 1.920 -0.212 -0.065 3.378 -0.896 2.811
N 0.200 -0.918 -1.305 -1.518 -2.244 -1.194
N 1.909 -2.478 -0.741 -1.355 1.289 0.285
H 1.522 0.622 0.371 -1.033 -0.541 -1.129
H 2.689 -0.513 0.598 -0.809 0.515 -1.515
H 0.083 -0.105 -1.885 0.598 0.786 1.012
H 1.442 -3.224 -1.243 0.197 0.355 0.057
H 2.795 -2.689 -0.319 -0.037 0.097 0.275
H -1.560 -1.915 -0.674 0.057 0.034 -0.399
H -0.529 -2.858 -1.795 -0.397 0.156 -0.085
H -1.488 -1.491 -2.434 0.063 -0.119 0.251
C -0.225 2.627 1.675 3.100 0.962 -1.238
C -1.033 1.536 1.049 -1.093 2.924 -1.200
O -0.891 1.193 -0.129 0.865 -0.685 1.191
N -2.247 1.448 1.616 -1.061 -2.527 -0.249
H -0.568 3.573 1.211 -0.409 -0.463 0.521
H 0.834 2.657 1.232 -1.178 -0.475 0.848
H -2.739 0.656 1.197 -0.442 0.621 0.267
H -2.492 1.634 2.569 0.439 0.181 0.283
H -0.157 2.729 2.759 -0.303 -0.243 -0.181
```
Positions in Å, forces in eV/Å.

Properties
ΔE to the lowest compared entry with this formula, charge and spin = 44.3 kcal per mole
LUMO = -2.831 eV
total charge = +1



[3]
DFT (ωB97M-V/def2-TZVPD) results for 2 unconnected molecules or ions with the total composition C4H13NO at a distorted geometry.

The geometry in XYZ format:
```
19
Properties=species:S:1:pos:R:3:forces:R:3
C -1.514 1.536 -0.746 0.216 -0.742 1.092
C -0.336 0.547 -0.930 0.192 1.257 -0.219
C -0.504 -0.766 -0.195 -0.560 -1.162 -0.012
C 0.547 -1.852 -0.537 -0.316 -0.043 1.361
N -1.877 -1.319 -0.313 0.516 0.771 0.338
H -2.122 1.774 -1.605 0.204 0.162 -0.411
H -2.186 1.056 -0.046 -0.383 -0.066 0.089
H -1.165 2.415 -0.207 -0.064 0.337 -0.476
H 0.527 1.089 -0.528 0.186 -0.441 0.160
H -0.042 0.429 -1.971 -0.345 -0.376 -0.300
H -0.406 -0.593 0.880 0.063 0.388 -0.065
H 0.692 -2.408 0.400 0.336 0.097 -0.070
H 0.187 -2.655 -1.181 0.055 0.540 -0.685
H 1.499 -1.417 -0.814 0.210 -0.153 -0.359
H -2.022 -1.703 -1.232 -0.097 -0.351 -0.101
H -1.985 -2.020 0.408 -0.210 -0.216 -0.339
O 3.786 2.264 2.672 -0.465 -0.755 0.289
H 3.429 2.235 3.568 0.180 0.478 0.104
H 3.494 1.388 2.376 0.281 0.274 -0.396
```
Positions in Å, forces in eV/Å.

Properties
ΔE to the lowest compared entry with this formula, charge and spin = 17.1 kcal per mole
SMILES = CC[C@H](C)N.O
LUMO = 0.613 eV
total charge = 0



[4]
DFT (ωB97M-V/def2-TZVPD) results for 2 unconnected molecules or ions with the total composition C4H13NO at a distorted geometry.

The geometry in XYZ format:
```
19
Properties=species:S:1:pos:R:3:forces:R:3
C 1.141 -1.251 0.408 -0.032 1.860 1.379
N 0.685 0.097 -0.139 -3.366 -3.152 0.907
C -0.210 -0.075 -1.282 0.178 1.992 -1.077
C -0.179 1.285 -2.046 2.241 -0.475 -0.790
C 0.995 -1.236 1.934 -1.542 -1.528 -0.170
H 0.370 -1.893 -0.033 1.026 -0.544 -0.145
H 2.195 -1.350 0.206 0.172 -0.729 -0.856
H 0.129 0.517 0.632 0.614 1.256 -0.328
H 0.076 -0.954 -1.868 0.022 0.419 0.020
H -1.292 -0.114 -1.035 0.718 -0.580 0.835
H 0.855 1.400 -2.394 -0.056 0.010 -0.057
H -0.742 1.335 -2.969 -0.676 -0.157 0.295
H -0.289 2.130 -1.388 -0.737 0.220 0.263
H 1.068 -2.279 2.281 0.783 0.200 -0.196
H -0.056 -1.114 2.231 0.146 0.825 -0.181
H 1.658 -0.605 2.491 0.368 0.334 0.078
H -2.469 1.028 0.301 -0.247 0.875 0.575
H -1.967 1.981 1.544 -0.549 -0.564 -0.844
O -1.968 1.098 1.125 0.938 -0.262 0.294
```
Positions in Å, forces in eV/Å.

Properties
ΔE to the lowest compared entry with this formula, charge and spin = 24.0 kcal per mole
multiplicity = 2
LUMO (spin up / spin down) = -2.862 / -7.998 eV
total charge = +1



[5]
DFT (ωB97M-V/def2-TZVPD) results for 2 unconnected molecules or ions with the total composition C4H13NO at a distorted geometry.

The geometry in XYZ format:
```
19
Properties=species:S:1:pos:R:3:forces:R:3
C -1.589 0.740 1.128 0.335 0.423 -1.606
C -0.698 1.056 -0.159 -1.150 -1.078 1.120
N 0.453 0.189 -0.210 1.526 2.997 -1.665
C 0.774 -0.340 -1.556 1.157 0.479 1.017
C 1.602 0.614 0.558 0.613 -2.853 2.525
H -2.340 0.008 0.852 -0.107 -0.025 0.178
H -0.950 0.345 1.902 0.001 0.106 0.446
H -2.022 1.712 1.369 -0.180 -0.419 0.436
H -0.419 2.103 -0.009 0.548 -0.202 -0.420
H -1.214 0.869 -1.093 -0.478 0.394 0.113
H 1.068 0.560 -2.123 -0.847 -0.058 -0.247
H -0.081 -0.894 -1.921 0.135 -0.050 -0.409
H 1.757 -0.832 -1.544 -0.679 -0.673 0.251
H 2.500 1.079 0.153 -0.540 0.255 -1.121
H 1.409 1.062 1.540 -0.733 0.373 -0.599
H 1.983 -0.384 0.882 0.365 0.404 -0.057
H -0.408 -2.049 0.290 -0.949 0.755 1.103
H -0.627 -3.206 -0.305 -1.418 -1.183 -0.042
O -1.195 -2.631 0.247 2.400 0.354 -1.021
```
Positions in Å, forces in eV/Å.

Properties
ΔE to the lowest compared entry with this formula, charge and spin = 27.8 kcal per mole
multiplicity = 2
LUMO (spin up / spin down) = -3.106 / -7.687 eV
total charge = +1



[6]
DFT (ωB97M-V/def2-TZVPD) results for 2 unconnected molecules or ions with the total composition C4H13NO at a distorted geometry.

The geometry in XYZ format:
```
19
Properties=species:S:1:pos:R:3:forces:R:3
C -0.565 0.258 2.360 0.233 1.152 0.782
C 0.199 0.267 1.074 -0.535 -1.168 0.100
N -1.346 -3.456 -1.183 0.007 0.132 0.315
H -1.321 1.041 2.323 -0.335 -0.205 -0.091
H 0.072 0.564 3.196 0.171 -0.237 -0.118
H -1.010 -0.694 2.617 -0.034 -0.201 -0.300
H 1.059 -0.417 1.020 0.072 0.155 -0.145
H -0.502 -0.097 0.268 0.225 0.024 -0.039
H -0.662 -3.192 -1.883 -0.011 -0.228 0.043
H -1.353 -4.468 -1.086 0.034 0.172 -0.209
H -1.031 -3.096 -0.286 0.006 -0.078 -0.134
C 1.326 1.685 -0.489 0.873 -0.345 -0.672
O 0.520 1.533 0.647 -0.192 0.513 0.169
C 0.380 1.639 -1.712 -0.742 -0.244 0.260
H 1.787 2.663 -0.433 -0.057 0.307 0.197
H 2.088 0.904 -0.499 -0.100 -0.028 -0.117
H 0.826 2.027 -2.627 0.217 0.050 0.314
H 0.029 0.616 -1.869 0.218 -0.030 -0.031
H -0.497 2.221 -1.437 -0.048 0.260 -0.324
```
Positions in Å, forces in eV/Å.

Properties
ΔE to the lowest compared entry with this formula, charge and spin = 37.9 kcal per mole
multiplicity = 2
LUMO (spin up / spin down) = -2.961 / -9.174 eV
total charge = +1



[7]
DFT (ωB97M-V/def2-TZVPD) results for 2 unconnected molecules or ions with the total composition C4H13NO2 at a distorted geometry.

The geometry in XYZ format:
```
20
Properties=species:S:1:pos:R:3:forces:R:3
C -2.067 -1.505 1.158 0.626 -0.012 0.345
N -0.586 -1.510 1.258 -0.353 0.687 -1.001
C 0.057 -0.425 0.438 -0.310 -0.690 1.252
C 0.378 -0.859 -0.981 0.282 0.273 -0.255
C 0.593 0.332 -1.896 0.533 0.300 -0.450
O 1.521 -1.728 -0.984 -0.279 0.008 -0.040
H -2.491 -1.770 2.126 -0.091 -0.105 -0.042
H -2.427 -0.510 0.910 -0.082 0.105 -0.082
H -2.412 -2.212 0.409 -0.312 -0.039 -0.159
H -0.297 -2.367 0.798 0.310 -0.115 0.402
H 0.962 -0.172 1.012 0.067 0.141 -0.635
H -0.577 0.469 0.442 -0.033 -0.193 -0.013
H -0.445 -1.456 -1.372 -0.148 -0.141 0.046
H 1.112 0.058 -2.827 -0.164 -0.197 0.251
H 1.231 1.071 -1.399 -0.118 0.063 0.002
H -0.329 0.824 -2.210 -0.046 -0.055 0.304
H 2.284 -1.198 -1.227 0.118 -0.012 0.078
O 0.076 4.635 0.744 -0.038 -0.035 -0.063
H 0.972 4.941 0.908 0.028 0.014 0.031
H -0.299 4.473 1.615 0.012 0.005 0.029
```
Positions in Å, forces in eV/Å.

Properties
ΔE to the lowest compared entry with this formula, charge and spin = 24.0 kcal per mole
SMILES = CNC[C@@H](C)O.O
LUMO = 0.777 eV
total charge = 0



[8]
DFT (ωB97M-V/def2-TZVPD) results for 2 unconnected molecules or ions with the total composition C4H13NO2 at a distorted geometry.

The geometry in XYZ format:
```
20
Properties=species:S:1:pos:R:3:forces:R:3
C -2.633 1.062 -0.447 0.767 0.169 -1.722
C -1.494 1.390 -1.473 0.950 0.177 0.448
C -0.087 1.072 -0.809 0.014 0.136 -1.770
N 0.242 -0.344 -1.013 -0.103 -0.517 2.184
C 0.065 -1.177 0.177 -1.268 -0.315 -0.941
O -0.151 -2.568 -0.139 0.340 0.931 -0.303
H -2.696 -0.012 -0.469 -0.273 -0.545 0.480
H -2.352 1.414 0.551 -0.384 0.076 -0.194
H -3.590 1.449 -0.822 0.244 0.039 0.492
H -1.483 0.728 -2.357 -0.575 0.343 0.342
H -1.573 2.431 -1.841 0.177 -0.348 0.331
H -0.188 1.349 0.249 0.493 -0.439 -0.130
H 0.780 1.636 -1.231 -0.958 0.131 0.235
H 0.690 -0.735 -1.825 0.198 0.509 0.149
H -0.841 -0.730 0.584 -0.212 -0.702 0.493
H 0.777 -1.219 0.995 0.948 0.726 -0.167
H 0.736 -2.853 -0.398 -0.353 -0.369 0.078
O 4.381 -0.684 3.321 -0.287 0.319 -0.101
H 4.324 -1.159 4.155 0.270 -0.132 -0.203
H 5.097 -1.047 2.792 0.012 -0.190 0.299
```
Positions in Å, forces in eV/Å.

Properties
ΔE to the lowest compared entry with this formula, charge and spin = 38.1 kcal per mole
SMILES = CCCNCO.O
LUMO = 0.800 eV
total charge = 0



[9]
DFT (ωB97M-V/def2-TZVPD) results for 3 unconnected molecules or ions with the total composition C4H13NO2 at a distorted geometry.

The geometry in XYZ format:
```
20
Properties=species:S:1:pos:R:3:forces:R:3
C 1.010 0.792 -0.011 4.842 -0.914 1.387
C -0.403 1.130 0.240 -1.680 -1.668 1.679
C -0.890 2.133 -0.713 -3.438 0.868 -1.831
C -1.238 0.519 1.198 4.969 1.328 -3.111
N -0.645 -0.435 1.999 1.292 -0.254 -0.552
H 1.424 0.267 -0.911 -1.868 -0.065 0.461
H 1.666 1.679 -0.246 -1.017 0.124 0.935
H 1.676 0.214 0.871 -2.246 1.659 -1.783
H -0.256 2.334 -1.612 -0.326 -0.536 0.829
H -1.944 1.679 -1.145 2.383 1.708 0.874
H -1.056 3.156 -0.250 -0.082 -1.146 -0.466
H -2.192 0.830 1.444 -1.831 0.723 0.156
H -1.216 -0.869 2.631 -1.889 -0.912 2.003
H -0.190 -1.180 1.506 0.541 0.007 -0.414
O -0.993 -2.674 -1.198 2.171 -1.146 -3.413
H -0.402 -2.006 -1.613 -0.619 -0.623 0.705
H -1.395 -2.282 -0.489 -1.544 1.804 2.770
O 2.025 -1.603 -0.794 -0.261 0.031 -0.244
H 2.523 -1.280 -0.060 0.105 1.284 1.009
H 2.496 -2.405 -0.847 0.498 -2.272 -0.994
```
Positions in Å, forces in eV/Å.

Properties
ΔE to the lowest compared entry with this formula, charge and spin = 62.9 kcal per mole
SMILES = CC(C)=CN.O.O
LUMO = 0.561 eV
total charge = 0



[10]
DFT (ωB97M-V/def2-TZVPD) results for 3 unconnected molecules or ions with the total composition C4H13NO2 at a distorted geometry.

The geometry in XYZ format:
```
20
Properties=species:S:1:pos:R:3:forces:R:3
C -0.941 1.083 0.363 -0.805 1.343 0.941
C -0.507 0.880 -0.879 -1.016 -2.060 1.074
C 0.737 1.292 -1.532 0.868 1.285 -0.469
C 0.559 0.805 -3.005 2.197 -2.422 0.852
N -0.779 0.829 -3.536 -0.232 0.218 -1.475
H -0.238 1.311 1.173 -0.314 0.971 -0.289
H -2.046 1.275 0.572 1.446 -1.602 0.010
H -1.052 0.079 -1.415 -0.534 1.571 -0.357
H 0.797 2.431 -1.586 -0.217 -1.248 0.350
H 1.684 0.994 -0.957 -1.091 0.036 -1.270
H 0.755 -0.325 -2.952 0.256 1.387 -0.202
H 1.352 1.253 -3.627 -0.311 -0.051 -0.023
H -1.169 1.784 -3.595 0.297 -0.840 -0.479
H -0.726 0.312 -4.458 -0.543 1.408 1.343
O -0.098 1.828 5.977 -0.811 -2.858 1.428
H 0.016 2.452 6.697 0.035 0.177 0.133
H -0.354 0.948 6.475 0.776 2.680 -1.563
O 0.821 -5.766 0.971 -0.142 0.655 2.076
H 1.014 -6.284 1.797 -0.210 0.525 -1.278
H 0.553 -4.892 1.364 0.351 -1.176 -0.801
```
Positions in Å, forces in eV/Å.

Properties
ΔE to the lowest compared entry with this formula, charge and spin = 70.8 kcal per mole
SMILES = C=CCCN.O.O
LUMO = 0.886 eV
total charge = 0